(1)
{
  "formula": "C43H116N2O21",
  "method": "ωB97M-V/def2-TZVPD",
  "energy_ha": -3396.952662,
  "molar_mass_g_mol": 997.4,
  "total_charge": 0,
  "homo_lumo_gap_ev": 8.93,
  "elements": ["C", "C", "O", "O", "H", "H", "H", "H", "H", "H", "C", "C", "O", "O", "H", "H", "H", "H", "H", "H", "C", "C", "O", "O", "H", "H", "H", "H", "H", "H", "C", "C", "O", "O", "H", "H", "H", "H", "H", "H", "C", "C", "O", "O", "H", "H", "H", "H", "H", "H", "C", "O", "C", "C", "N", "C", "C", "O", "C", "H", "H", "H", "H", "H", "H", "H", "H", "H", "H", "H", "H", "H", "H", "H", "C", "O", "C", "C", "N", "C", "C", "O", "C", "H", "H", "H", "H", "H", "H", "H", "H", "H", "H", "H", "H", "H", "H", "H", "C", "C", "C", "O", "H", "H", "H", "H", "H", "H", "H", "H", "C", "C", "C", "O", "H", "H", "H", "H", "H", "H", "H", "H", "C", "C", "C", "O", "H", "H", "H", "H", "H", "H", "H", "H", "C", "C", "C", "O", "H", "H", "H", "H", "H", "H", "H", "H", "C", "C", "C", "O", "H", "H", "H", "H", "H", "H", "H", "H", "C", "C", "C", "O", "H", "H", "H", "H", "H", "H", "H", "H", "C", "C", "C", "O", "H", "H", "H", "H", "H", "H", "H", "H"],
  "positions_angstrom": [[-23.462650, -0.165080, 11.770590], [-24.609050, 0.115590, 10.793210], [-24.180720, 0.628070, 9.552930], [-22.946160, 0.996680, 12.283890], [-22.690480, -0.757230, 11.279450], [-23.823670, -0.716720, 12.638610], [-25.261470, 0.763630, 11.378430], [-25.062590, -0.852350, 10.579940], [-24.971840, 0.685670, 9.012170], [-22.385390, 0.784040, 13.033510], [-23.394800, 10.204140, 19.129940], [-23.179860, 11.646870, 19.709890], [-21.893810, 11.861160, 19.986250], [-22.816390, 10.301150, 17.877910], [-24.439660, 10.004230, 18.892460], [-22.956390, 9.383350, 19.697570], [-23.676500, 11.740030, 20.675680], [-23.417590, 12.423320, 18.982760], [-21.316160, 11.293010, 19.471340], [-23.371370, 9.703620, 17.371390], [-30.535780, 3.354290, 26.023990], [-31.254710, 3.657320, 24.699360], [-32.335020, 4.497410, 24.718930], [-29.293710, 2.650120, 25.804320], [-31.176590, 2.873020, 26.762810], [-30.530740, 4.328850, 26.512150], [-31.522890, 2.680940, 24.295790], [-30.639290, 4.016450, 23.874510], [-32.878380, 4.503240, 23.927530], [-28.636410, 3.213390, 25.389240], [-28.503930, -0.967540, 32.193140], [-28.439410, -0.329660, 30.759210], [-28.850650, -1.301130, 29.778330], [-27.456090, -1.844580, 32.373270], [-29.537380, -1.305050, 32.271650], [-28.443320, -0.034520, 32.753410], [-27.418510, 0.019020, 30.603380], [-29.162110, 0.471060, 30.602210], [-28.879570, -0.769590, 28.979440], [-27.593860, -2.650160, 31.869620], [-21.238480, -3.157080, 28.427590], [-20.842120, -2.808300, 29.920820], [-19.527550, -2.606980, 30.110450], [-20.511690, -4.350890, 28.136510], [-21.051140, -2.370850, 27.696250], [-22.268040, -3.502860, 28.520000], [-21.258840, -3.641060, 30.487360], [-21.455000, -1.939630, 30.161430], [-19.369560, -2.520290, 31.053380], [-19.800640, -4.345290, 28.781460], [-21.084370, -5.238980, 18.014370], [-19.868690, -5.397800, 17.369470], [-19.501770, -6.773630, 17.239610], [-18.159520, -6.954580, 16.453290], [-18.008430, -8.273350, 15.944060], [-18.179720, -8.504980, 14.525530], [-18.283600, -9.975060, 14.274800], [-19.586350, -10.477500, 14.442070], [-19.633190, -11.906440, 14.518850], [-21.148740, -4.150920, 18.024110], [-21.201730, -5.628870, 19.025460], [-21.912530, -5.632800, 17.425180], [-20.253840, -7.110590, 16.526210], [-19.537140, -7.290230, 18.198770], [-17.394240, -6.844730, 17.221660], [-17.950890, -6.206090, 15.688880], [-18.758820, -8.799670, 16.368330], [-17.353750, -8.089120, 13.948510], [-19.083210, -8.018590, 14.157790], [-17.539670, -10.457690, 14.908630], [-17.814430, -10.092940, 13.298030], [-19.321050, -12.410740, 15.433380], [-19.008410, -12.324810, 13.729740], [-20.662310, -12.232410, 14.367980], [-20.079210, 4.615990, 25.280100], [-21.418480, 4.356740, 25.468130], [-21.720830, 3.099990, 24.859360], [-23.264110, 2.941480, 24.866000], [-24.052170, 3.993230, 24.241890], [-23.671870, 4.277210, 22.834590], [-24.388420, 3.301790, 21.994090], [-24.139230, 3.449540, 20.568200], [-24.577980, 2.320330, 19.788280], [-19.765650, 5.581000, 25.678270], [-19.757060, 4.472070, 24.248780], [-19.588930, 3.826330, 25.849450], [-21.299490, 2.206130, 25.319350], [-21.302750, 3.085130, 23.852830], [-23.577640, 2.751890, 25.892570], [-23.517360, 1.954120, 24.479890], [-23.656820, 4.780320, 24.736140], [-22.593770, 4.271100, 22.674070], [-24.054260, 5.231490, 22.472350], [-25.458720, 3.483760, 22.091250], [-24.325860, 2.257690, 22.300720], [-24.518600, 2.596390, 18.735490], [-25.664740, 2.288020, 19.865800], [-24.133280, 1.336970, 19.941110], [-30.538570, 10.041390, 27.475590], [-29.336580, 9.430740, 28.309750], [-29.952720, 8.617740, 29.482330], [-28.641530, 8.410940, 27.579120], [-31.318380, 10.178500, 28.224720], [-30.724510, 9.371830, 26.635810], [-30.292630, 10.999850, 27.018470], [-28.603560, 10.193400, 28.572700], [-29.185760, 7.907220, 29.790620], [-30.819160, 8.086680, 29.088170], [-30.216300, 9.135220, 30.404740], [-28.335110, 7.774580, 28.229310], [-22.017600, 11.258950, 29.663540], [-21.170440, 11.209060, 30.904120], [-22.040010, 10.894190, 32.144390], [-20.385760, 10.050950, 30.684100], [-22.315740, 10.286330, 29.272100], [-21.450390, 11.726320, 28.858580], [-22.993730, 11.744000, 29.663430], [-20.458930, 12.019110, 31.064280], [-21.425680, 10.961600, 33.042250], [-22.426800, 9.875220, 32.130950], [-22.808430, 11.666610, 32.175860], [-20.860670, 9.244900, 30.468880], [-17.638860, 2.703980, 15.948250], [-18.240050, 1.686120, 16.946770], [-19.012580, 2.108420, 18.198480], [-19.022680, 0.792660, 16.241000], [-17.116310, 3.481080, 16.506070], [-18.416110, 3.282740, 15.449230], [-16.871710, 2.373790, 15.247860], [-17.348060, 1.088410, 17.134370], [-20.014150, 2.495360, 18.010800], [-18.363360, 2.662930, 18.876070], [-19.205080, 1.359990, 18.967180], [-18.946500, -0.084930, 16.622620], [-11.823860, 6.670210, 25.833930], [-10.701650, 7.647730, 26.060000], [-11.068250, 8.942200, 26.711310], [-9.892030, 6.982060, 26.896940], [-12.588170, 7.067060, 25.165760], [-12.350350, 6.538620, 26.779220], [-11.521860, 5.758270, 25.318890], [-10.071100, 7.708780, 25.172990], [-11.898340, 8.773240, 27.397250], [-11.367380, 9.716130, 26.004460], [-10.266430, 9.255120, 27.380090], [-9.569930, 6.139990, 26.567150], [-28.652280, -5.078880, 16.248880], [-28.743400, -3.630230, 16.526770], [-29.175630, -2.798770, 15.252620], [-29.605280, -3.323480, 17.652600], [-28.169840, -5.267530, 15.289840], [-29.610470, -5.586970, 16.140180], [-28.002180, -5.607850, 16.945780], [-27.770830, -3.217560, 16.794940], [-30.158310, -3.185980, 14.983360], [-28.497120, -3.106500, 14.456980], [-29.218410, -1.710950, 15.306590], [-30.477790, -3.487820, 17.287460], [-29.677940, 12.886790, 21.570880], [-29.395840, 12.174630, 20.252930], [-29.719230, 10.683930, 20.372490], [-30.305740, 12.735830, 19.273430], [-28.876000, 12.775970, 22.300750], [-30.683650, 12.737500, 21.963790], [-29.625980, 13.914640, 21.211810], [-28.357600, 12.415260, 20.024370], [-29.607930, 10.286020, 19.363830], [-30.732570, 10.439640, 20.691170], [-28.994540, 10.234510, 21.051410], [-31.100800, 13.108110, 19.661890], [-16.298110, -0.973370, 24.082660], [-15.691100, -0.050670, 23.045420], [-14.302050, 0.671400, 23.298110], [-15.503310, -0.810610, 21.907450], [-16.541950, -0.393340, 24.972730], [-15.692120, -1.834920, 24.363020], [-17.233670, -1.357920, 23.676510], [-16.317640, 0.798060, 22.771180], [-13.473930, -0.020480, 23.451830], [-14.437150, 1.299690, 24.178510], [-14.077480, 1.353630, 22.478210], [-14.588060, -0.679000, 21.649410]],
  "forces_ev_per_a": [[-0.4, -1.0, -0.6], [0.7, -0.9, 1.0], [0.2, 0.5, 0.2], [0.7, 2.0, 0.3], [0.1, -0.2, -0.2], [-0.6, -0.7, -0.3], [-0.5, 0.3, -0.5], [-0.4, -0.1, 0.4], [0.1, 0.1, -0.2], [0.1, 0.1, 0.0], [-1.1, 2.1, 0.5], [-2.2, -1.8, 0.1], [4.2, 0.2, 1.1], [0.8, -0.8, -1.9], [-0.4, 0.0, 1.1], [0.0, 0.2, 0.5], [-0.7, 0.3, -0.2], [-1.3, -0.3, -0.2], [0.0, 0.1, -0.2], [0.7, 0.1, -0.8], [-0.3, 1.7, -0.5], [0.7, -2.4, -2.1], [-1.6, 1.5, 1.8], [-1.4, 0.3, 0.7], [0.1, -1.1, -0.6], [1.4, 0.4, 0.2], [-0.4, -0.5, 0.0], [1.3, 0.2, 0.5], [0.4, -0.4, -0.1], [-0.2, 0.3, 0.0], [-1.0, 2.5, -3.0], [-0.7, -1.1, 0.4], [0.7, 0.2, 0.2], [0.4, -0.4, 0.9], [0.1, -0.8, 0.5], [0.6, -0.5, 1.0], [0.1, 0.0, -0.2], [0.2, 0.5, 0.8], [-0.1, -0.5, -0.4], [-0.2, 0.0, -0.2], [1.0, -1.2, 2.3], [-4.0, 0.3, -1.9], [2.4, 0.2, 0.1], [0.1, 0.2, -0.5], [-0.1, 0.0, 0.1], [-0.3, 0.7, -0.5], [0.2, -0.3, 0.3], [0.0, 0.4, 0.3], [0.2, 0.0, 0.0], [0.4, -0.3, -0.2], [-0.6, 1.3, -0.4], [1.6, -0.9, 0.6], [-0.2, 1.2, -2.5], [0.3, 1.1, 2.0], [-0.4, -1.2, 0.1], [-0.6, 0.7, 0.2], [1.4, 0.0, -0.4], [0.1, -0.6, 0.5], [-0.2, 0.0, -0.8], [-0.7, 0.0, 0.4], [0.5, -0.2, 0.2], [-0.2, -0.2, -0.2], [-0.4, -1.0, 0.3], [0.2, -0.2, 0.0], [0.4, 0.4, -0.1], [-0.5, 0.2, 0.1], [0.1, -0.6, 0.2], [0.2, 0.0, 0.2], [-0.3, 0.1, -0.3], [-0.2, -0.3, 0.6], [-0.8, -0.7, -0.8], [0.3, 0.7, 0.5], [-0.1, -0.1, -0.2], [0.0, 0.3, -0.2], [1.4, -0.6, 0.7], [-1.3, -0.6, -0.5], [-1.6, 0.4, -0.3], [0.6, -1.5, -0.1], [1.0, 0.9, 0.0], [0.1, -0.2, 0.2], [-1.7, -1.3, -2.1], [1.0, -1.1, 0.5], [-1.2, 1.6, -0.3], [-0.3, 0.0, -0.1], [-0.1, 0.4, -0.3], [0.9, 0.1, 0.1], [0.3, 0.2, 0.7], [-0.1, 0.2, -0.3], [-0.1, 0.8, 0.3], [0.2, 0.0, -0.7], [-0.6, 0.7, 0.3], [0.1, -0.1, -0.1], [0.2, 0.4, 0.7], [-0.3, 0.2, 0.3], [0.8, -0.2, 0.0], [0.8, 0.1, 0.0], [-0.3, -0.6, 0.6], [0.3, 0.2, 0.5], [1.9, -0.2, 0.5], [-1.3, -0.9, 0.0], [0.6, 0.6, 0.1], [0.0, 0.5, -0.9], [-0.4, -0.1, -0.7], [-0.6, -0.2, 0.4], [0.1, 0.1, 0.2], [-0.2, 0.1, 0.4], [-0.1, -0.3, 0.2], [0.1, -0.1, 0.1], [-0.2, 0.4, -0.2], [0.1, 0.0, -0.2], [-0.8, 1.2, -1.6], [-1.7, -3.0, 0.4], [0.8, 1.3, 0.0], [2.6, -0.3, 0.3], [0.5, -0.4, 0.4], [0.0, 0.0, -0.1], [0.1, 0.7, 0.6], [-0.3, 0.1, -0.2], [0.0, 0.1, 0.1], [-0.3, 0.2, -0.4], [-0.4, -0.3, 0.4], [-0.6, 0.4, 0.1], [-0.8, 1.6, 1.2], [1.6, -0.7, -0.2], [1.0, 0.3, 0.8], [-1.6, -1.1, -1.7], [0.1, 0.0, 0.4], [-0.1, -0.3, -0.4], [-0.5, -0.8, 0.0], [0.3, 0.2, 1.3], [0.4, 0.7, -0.2], [-0.2, 1.3, -0.4], [0.0, -1.3, -0.8], [-0.1, 0.1, 0.1], [-1.9, 1.0, -1.2], [-0.5, -0.9, -2.1], [-0.5, 0.3, 0.4], [3.2, -1.4, 4.0], [-0.2, 0.3, -0.2], [0.3, -0.6, 0.1], [0.3, -0.2, 0.5], [-0.6, 1.1, -0.9], [-0.3, 0.0, -0.1], [0.2, 0.0, 0.1], [0.2, 0.3, -0.5], [-0.3, 0.1, -0.2], [0.6, -1.3, -0.8], [-0.2, 2.8, -0.2], [0.0, -1.6, 0.6], [0.5, -0.3, -0.9], [0.1, 0.3, -0.2], [-0.2, 0.1, 0.4], [-0.4, 0.0, 0.4], [0.1, -0.3, 0.3], [-0.3, 0.2, -0.3], [0.0, 0.2, -0.2], [0.2, -0.2, 0.5], [-0.4, 0.0, 0.3], [0.6, 1.1, -0.8], [-2.7, -0.3, 1.4], [1.1, 0.2, -0.8], [1.1, -0.2, -0.7], [-0.3, -0.3, 0.2], [0.1, -0.4, 0.1], [-0.1, 0.5, 0.6], [-0.1, -0.3, -0.7], [0.1, -0.4, 0.1], [0.0, 0.5, 0.2], [-0.1, -0.3, 0.0], [0.2, -0.1, 0.4], [-0.3, 0.9, 0.5], [2.0, 1.0, 0.2], [-1.5, -0.2, 1.1], [0.3, -1.1, -1.8], [0.0, -0.1, 0.2], [0.3, 0.2, -0.2], [0.0, 0.0, 0.0], [-0.7, -0.1, 0.4], [-0.1, -0.1, 0.1], [0.4, 0.0, 0.2], [-0.1, -0.2, -0.2], [-0.1, -0.3, -0.4]]
}

(2)
{
  "formula": "C27H28BF9O7S",
  "method": "ωB97M-V/def2-TZVPD",
  "energy_ha": -2893.289218,
  "molar_mass_g_mol": 678.4,
  "total_charge": 0,
  "homo_lumo_gap_ev": 6.03,
  "smiles": "CC[C@@H](C)c1ccc2c(c1)C(=O)c1c(B(O)O)cc(CCCCC(F)(F)C(F)(F)S(F)(F)(F)(F)F)cc1C2=O.O=C1OCCO1",
  "elements": ["C", "C", "C", "C", "C", "C", "C", "C", "C", "C", "C", "O", "C", "C", "B", "O", "O", "C", "C", "C", "C", "C", "C", "C", "F", "F", "C", "F", "F", "S", "F", "F", "F", "F", "F", "C", "C", "C", "O", "H", "H", "H", "H", "H", "H", "H", "H", "H", "H", "H", "H", "H", "H", "H", "H", "H", "H", "H", "H", "H", "H", "H", "H", "C", "C", "O", "C", "O", "O", "H", "H", "H", "H"],
  "positions_angstrom": [[6.115145, 3.358260, 0.404367], [6.682001, 2.133436, -0.579273], [6.266537, 0.666703, 0.022249], [5.908354, 0.745518, 1.654356], [4.961582, -0.033099, -0.682644], [4.047040, 0.589329, -1.891514], [2.693398, -0.151130, -2.536432], [2.286604, -1.605961, -1.904209], [3.218226, -2.281606, -0.697740], [4.540063, -1.535925, -0.081189], [2.731777, -3.761155, -0.087787], [3.595872, -4.754703, 0.130565], [1.080854, -3.874816, 0.156275], [0.475070, -4.558052, 1.517218], [1.408890, -5.179131, 2.749381], [2.664168, -4.411835, 3.066242], [1.065360, -6.385221, 3.541047], [-1.155589, -4.593173, 1.693263], [-2.109502, -3.936995, 0.497179], [-3.752539, -3.985782, 0.805397], [-4.009409, -2.735084, 1.884154], [-4.565681, -1.359429, 1.125016], [-3.331968, -0.336249, 0.686264], [-3.900752, 1.105690, 0.055582], [-5.373983, 1.233076, 0.183901], [-3.341584, 2.147523, 1.000303], [-3.283522, 1.472645, -1.409075], [-1.823471, 1.115337, -1.561211], [-3.307970, 2.979723, -1.517489], [-4.177073, 0.803157, -2.894217], [-2.795415, -0.195423, -3.265193], [-3.473493, 2.080333, -3.856389], [-5.563352, 1.784715, -2.687302], [-4.839218, -0.545366, -2.080741], [-4.889854, 0.205199, -4.341421], [-1.475888, -3.244745, -0.885382], [0.152806, -3.204208, -1.063113], [0.948570, -2.502187, -2.356864], [0.559571, -2.654073, -3.635688], [6.745616, 3.396981, 1.417212], [6.251612, 4.427791, -0.097119], [4.976538, 3.212287, 0.657825], [7.869728, 2.205660, -0.482521], [6.425932, 2.298371, -1.710891], [7.178989, -0.099904, -0.044411], [4.857362, 1.276885, 1.846113], [5.780850, -0.344268, 2.125399], [6.743254, 1.314503, 2.247377], [4.316999, 1.653330, -2.359737], [2.047109, 0.317967, -3.392547], [5.134627, -2.055792, 0.781349], [3.443479, -5.049740, 3.153687], [0.189360, -6.775830, 3.221232], [-1.614401, -5.052451, 2.689266], [-4.359312, -3.842144, -0.184690], [-4.036118, -5.016238, 1.314550], [-2.957551, -2.423559, 2.343040], [-4.685507, -3.059090, 2.796991], [-5.242997, -1.653765, 0.211000], [-5.173314, -0.761472, 1.961096], [-2.697489, -0.130985, 1.676507], [-2.588950, -0.821471, -0.075532], [-2.203925, -2.773367, -1.688058], [-3.967973, 6.466572, -0.314344], [-2.621181, 5.850576, -0.513571], [-1.757078, 6.722987, 0.189523], [-2.515851, 7.362945, 1.126738], [-2.064011, 8.060580, 2.019391], [-3.845354, 7.119570, 0.935259], [-4.766896, 5.720576, -0.285153], [-4.204558, 7.211878, -1.080914], [-2.549440, 4.850615, -0.072858], [-2.341176, 5.794704, -1.569096]],
  "forces_ev_per_a": [[0.2, 0.4, -0.2], [1.0, 0.6, 1.2], [-0.7, -0.7, 0.6], [-0.6, -0.3, 0.3], [-3.0, -2.3, -1.4], [-0.9, -2.4, 1.1], [2.3, -2.7, 3.6], [2.2, 1.4, 1.1], [0.9, 2.4, -0.5], [-3.0, 1.4, -3.4], [2.7, -2.9, 0.3], [-5.4, 6.1, -1.1], [-2.0, 0.4, 0.0], [-3.1, 1.5, -2.7], [1.6, 0.0, 0.9], [-1.8, -3.4, -0.8], [-0.9, 2.5, -2.7], [2.0, 1.9, -3.8], [2.6, -0.5, 0.0], [1.5, 0.7, 0.5], [0.7, 0.6, -0.3], [0.0, 0.2, 1.0], [-0.3, -0.5, 0.2], [0.3, 0.0, 3.7], [4.5, -0.2, -1.1], [-1.6, -2.4, -3.0], [3.0, 3.9, 1.3], [-5.1, 1.3, 1.1], [-0.1, -4.8, 0.2], [-0.5, -1.2, -5.4], [-3.1, 1.8, 0.6], [-1.4, -2.8, 2.0], [3.0, -2.3, 0.2], [1.1, 3.0, -1.1], [1.4, 1.2, 3.2], [2.5, -1.7, 3.0], [-1.4, -1.4, 3.1], [-1.0, -0.3, -4.1], [2.2, 1.1, 8.2], [-1.5, -0.2, -2.3], [-0.3, -2.4, 0.9], [2.3, 0.3, -0.5], [-2.6, -0.2, -0.4], [0.3, -0.5, 2.3], [-2.1, 1.7, -0.2], [2.4, -1.1, -0.5], [0.5, 2.4, -1.2], [-1.6, -1.2, -1.2], [-0.6, -2.7, 1.3], [1.5, -1.0, 1.9], [-1.3, 1.1, -1.9], [-1.7, 1.2, 0.1], [1.9, 0.8, 0.5], [0.9, 1.2, -2.5], [1.2, -0.3, 1.9], [0.7, 2.2, -1.2], [-2.2, -0.9, -0.8], [1.1, 0.7, -2.1], [1.3, 0.8, 1.9], [1.1, -1.3, -2.1], [-1.5, 0.0, -2.4], [-1.5, 0.9, 1.3], [1.7, -1.2, 1.8], [-0.9, -0.2, -0.6], [0.3, -0.9, -0.7], [-0.4, 0.6, 0.7], [1.0, 1.5, 1.9], [-1.0, -1.6, -2.0], [0.9, 0.2, 0.3], [0.1, 0.2, 0.1], [0.0, -0.1, 0.1], [0.0, 0.1, 0.0], [0.1, 0.1, 0.2]]
}